Record 1
80
Properties=species:S:1:pos:R:3 method="wB97M-V/def2-TZVPD" homo_energy_ev=-11.10 homo_lumo_gap_ev=6.467 total_charge=+1
C -5.83 -2.09 -5.41
C -4.94 -2.89 -5.22
C -3.71 -3.74 -4.99
C -2.97 -3.11 -3.82
C -2.78 -3.74 -2.54
N -2.18 -3.31 -1.48
N -1.68 -2.10 -1.56
C -1.77 -1.40 -2.69
N -1.15 -0.10 -2.69
C 0.24 -0.14 -2.19
C -1.97 0.91 -2.01
C -2.40 0.87 -0.53
O -2.35 1.83 -2.67
C -2.40 -1.78 -3.89
C -2.49 -0.89 -5.14
O -1.71 -1.37 -6.21
C -2.51 -1.44 -7.41
C -2.95 -0.07 -7.96
H -6.47 -1.23 -5.29
H -3.10 -3.62 -5.90
H -4.01 -4.78 -4.80
H -3.22 -4.75 -2.45
H -1.23 -1.73 -0.73
H 0.31 -0.34 -1.09
H 0.83 -0.95 -2.66
H 0.73 0.82 -2.39
H -2.35 -0.13 -0.06
H -1.88 1.63 0.08
H -3.47 1.14 -0.51
H -3.57 -0.80 -5.38
H -2.18 0.12 -4.82
H -1.91 -1.99 -8.15
H -3.41 -2.06 -7.18
H -3.79 0.36 -7.37
H -2.13 0.66 -8.06
H -3.38 -0.26 -8.97
N 1.74 3.01 -1.26
C 2.77 3.73 -0.78
C 2.99 5.06 -1.08
C 2.10 5.70 -1.93
C 1.03 4.99 -2.43
C 0.89 3.66 -2.07
H 3.44 3.19 -0.13
H 3.84 5.58 -0.66
H 2.24 6.74 -2.18
H 0.31 5.45 -3.10
H 0.07 3.07 -2.45
N 1.64 0.09 1.45
C 2.01 1.36 1.69
C 2.20 1.88 2.96
C 2.00 1.05 4.05
C 1.61 -0.27 3.83
C 1.45 -0.69 2.52
H 2.16 1.97 0.81
H 2.50 2.91 3.09
H 2.13 1.42 5.05
H 1.44 -0.95 4.65
H 1.15 -1.71 2.29
N 4.21 3.45 5.49
C 4.44 4.27 6.52
C 5.17 3.92 7.64
C 5.70 2.64 7.70
C 5.48 1.77 6.65
C 4.73 2.22 5.57
H 4.00 5.26 6.42
H 5.32 4.63 8.44
H 6.27 2.32 8.56
H 5.87 0.76 6.66
H 4.54 1.58 4.72
N 0.11 -3.08 5.64
C -0.41 -3.04 4.42
C -1.12 -4.09 3.85
C -1.29 -5.25 4.59
C -0.75 -5.31 5.87
C -0.07 -4.20 6.35
H -0.25 -2.12 3.87
H -1.52 -4.01 2.85
H -1.83 -6.09 4.19
H -0.86 -6.19 6.48
H 0.36 -4.19 7.34


Record 2
18
Properties=species:S:1:pos:R:3 method="wB97M-V/def2-TZVPD" homo_energy_ev="-12.48 / -12.48" homo_lumo_gap_ev="7.974 / 7.975" total_charge=+1
C 2.24 0.41 0.11
C -2.44 0.23 0.78
C -2.04 -0.50 -0.50
N 1.17 0.37 -0.58
N 3.14 -0.58 0.24
N 0.22 1.33 -0.69
P -0.43 -1.18 -0.51
H 2.41 1.31 0.72
H -2.04 1.17 0.65
H -2.11 -0.29 1.69
H -3.54 0.35 0.88
H -2.48 -0.28 -1.50
H 3.75 -0.54 0.99
H 2.90 -1.51 0.03
H -0.28 1.60 0.14
H 0.44 2.09 -1.29
H -0.69 -2.10 0.54
H -0.21 -1.87 -1.70


Record 3
118
Properties=species:S:1:pos:R:3 method="wB97M-V/def2-TZVPD" homo_energy_ev=-8.44 homo_lumo_gap_ev=8.154 total_charge=0
Tl 0.97 -0.69 -0.81
C 4.32 0.66 -0.82
N 3.42 -0.49 -0.99
C 3.94 -1.66 -0.94
C 3.12 -2.83 -0.89
C 3.43 -4.18 -0.88
C 2.21 -4.87 -0.77
C 1.21 -3.92 -0.71
N 1.76 -2.68 -0.78
C 5.22 0.55 0.39
C 6.57 0.82 0.29
C 7.40 0.73 1.41
C 6.86 0.37 2.63
C 5.50 0.11 2.74
C 4.69 0.20 1.63
H 3.69 1.55 -0.73
H 4.92 0.79 -1.72
H 5.02 -1.80 -0.87
H 4.42 -4.60 -0.95
H 2.06 -5.94 -0.73
H 0.15 -4.04 -0.60
H 7.00 1.09 -0.67
H 8.45 0.94 1.31
H 7.50 0.30 3.50
H 5.08 -0.16 3.70
H 3.62 0.01 1.73
N 0.43 0.18 -2.79
C -0.46 0.69 -3.36
N -1.41 1.18 -4.05
C -2.46 1.76 -3.50
N -3.42 2.24 -3.07
O 0.85 1.11 0.21
Si 1.14 2.68 0.45
C -0.46 3.57 0.85
C -1.43 3.66 -0.15
C -2.58 4.41 0.01
C -2.80 5.08 1.21
C -1.86 5.00 2.23
C -0.69 4.26 2.04
C 2.34 2.85 1.89
C 2.00 2.27 3.11
C 2.85 2.36 4.21
C 4.07 3.02 4.09
C 4.42 3.59 2.88
C 3.56 3.51 1.79
C 1.83 3.60 -1.05
C 1.99 4.98 -0.89
C 2.48 5.77 -1.92
C 2.80 5.20 -3.14
C 2.63 3.83 -3.32
C 2.15 3.05 -2.28
H -1.27 3.15 -1.10
H -3.30 4.45 -0.79
H -3.70 5.66 1.35
H -2.02 5.53 3.16
H 0.04 4.23 2.84
H 1.06 1.75 3.22
H 2.57 1.91 5.15
H 4.73 3.09 4.94
H 5.38 4.10 2.78
H 3.86 3.95 0.85
H 1.72 5.45 0.05
H 2.59 6.84 -1.77
H 3.17 5.81 -3.95
H 2.86 3.38 -4.28
H 2.00 1.99 -2.46
C -2.88 -5.46 1.94
C -2.39 -4.24 2.73
C -1.67 -3.22 1.83
C -2.36 -3.12 0.47
C -2.26 -4.47 -0.29
C -2.05 -5.64 0.67
P -1.76 -1.64 -0.49
C -2.47 -1.74 -2.20
C -1.67 -2.68 -3.13
C -1.97 -2.33 -4.60
C -3.43 -1.89 -4.79
C -4.33 -2.53 -3.74
C -3.98 -2.02 -2.33
C -2.66 -0.20 0.27
C -4.17 -0.43 0.58
C -4.42 -0.64 2.07
C -4.02 0.59 2.89
C -2.83 1.32 2.25
C -1.93 0.34 1.51
H -3.93 -5.34 1.65
H -2.84 -6.36 2.56
H -1.72 -4.54 3.53
H -3.25 -3.75 3.21
H -0.63 -3.52 1.68
H -1.64 -2.26 2.33
H -3.42 -2.92 0.65
H -1.47 -4.46 -1.03
H -3.18 -4.63 -0.85
H -0.99 -5.73 0.94
H -2.31 -6.57 0.16
H -2.31 -0.72 -2.57
H -1.97 -3.71 -2.94
H -0.60 -2.63 -2.94
H -1.74 -3.20 -5.22
H -1.30 -1.53 -4.93
H -3.77 -2.15 -5.80
H -3.51 -0.81 -4.72
H -4.22 -3.62 -3.78
H -5.38 -2.32 -3.95
H -4.31 -2.76 -1.59
H -4.53 -1.10 -2.13
H -2.59 0.57 -0.51
H -4.56 -1.27 0.02
H -4.72 0.45 0.23
H -3.85 -1.52 2.41
H -5.47 -0.89 2.23
H -3.78 0.29 3.91
H -4.87 1.28 2.96
H -2.27 1.87 3.01
H -3.18 2.06 1.54
H -1.65 -0.46 2.19
H -1.00 0.83 1.20


Record 4
19
Properties=species:S:1:pos:R:3 method="wB97M-V/def2-TZVPD" homo_energy_ev=-8.49 homo_lumo_gap_ev=9.237 total_charge=0
H 0.20 -1.52 -1.69
N -0.49 -0.85 -1.38
C -0.67 -0.80 -0.11
C -1.33 -1.88 0.70
C -1.06 0.65 0.52
C -1.43 1.65 -0.28
H -2.41 -1.84 0.56
H -1.13 -1.75 1.76
H -0.96 -2.86 0.37
H -1.40 0.64 1.55
H -2.12 2.42 0.02
H -1.12 1.65 -1.32
N 1.70 1.00 -1.03
C 1.88 0.37 0.15
O 1.55 -0.83 0.36
O 2.79 0.99 0.93
H 1.92 1.98 -1.07
H 0.95 0.60 -1.60
H 3.13 0.36 1.58


Record 5
68
Properties=species:S:1:pos:R:3 method="wB97M-V/def2-TZVPD" homo_energy_ev="-8.49 / -8.29" homo_lumo_gap_ev="7.057 / 7.009" total_charge=0
Pd -0.69 -0.06 -1.28
C -4.38 0.20 -2.86
C -3.28 1.22 -2.66
O -3.61 2.50 -3.17
P -1.79 0.76 -3.65
O -2.22 0.99 -5.16
O -0.70 1.88 -3.37
O -1.26 -0.62 -3.54
P -2.75 1.44 -0.91
O -4.02 2.26 -0.33
O -1.55 2.35 -0.97
O -2.65 0.15 -0.15
H -4.62 0.12 -3.92
H -5.27 0.48 -2.31
H -4.03 -0.77 -2.50
H -3.85 3.07 -2.43
H -2.64 1.84 -5.31
H -0.87 2.34 -2.51
H -4.34 1.80 0.44
N 1.47 -3.51 2.30
C 0.72 -4.46 1.70
O 0.54 -5.57 2.15
C 0.12 -4.02 0.39
C 0.02 -4.94 -0.65
C -0.49 -4.51 -1.86
C -0.88 -3.19 -2.00
N -0.81 -2.32 -0.99
C -0.33 -2.73 0.19
H 1.97 -3.75 3.14
H 1.73 -2.67 1.81
H 0.34 -5.96 -0.49
H -0.58 -5.19 -2.69
H -1.26 -2.81 -2.94
H -0.34 -1.99 0.99
C 4.42 -2.26 1.15
C 3.68 -2.37 -0.02
C 2.65 -1.48 -0.26
C 2.31 -0.49 0.66
C 3.05 -0.41 1.84
C 4.10 -1.28 2.08
Si 0.89 0.78 0.30
C -0.22 0.83 1.87
C -0.27 -0.21 2.80
C -1.28 -0.28 3.74
C -2.27 0.68 3.77
C -2.21 1.75 2.90
C -1.19 1.83 1.97
C 1.76 2.50 0.21
C 2.33 2.97 -0.97
C 3.00 4.18 -1.01
C 3.09 4.96 0.13
C 2.51 4.51 1.31
C 1.85 3.30 1.35
H 5.24 -2.93 1.34
H 3.92 -3.13 -0.74
H 2.09 -1.54 -1.19
H 2.81 0.36 2.56
H 4.68 -1.18 2.98
H 0.50 -0.97 2.79
H -1.29 -1.10 4.45
H -3.09 0.59 4.48
H -2.96 2.52 2.93
H -1.14 2.68 1.30
H 2.26 2.37 -1.87
H 3.45 4.52 -1.93
H 3.61 5.90 0.11
H 2.58 5.11 2.21
H 1.41 2.96 2.27


Record 6
11
Properties=species:S:1:pos:R:3 method="wB97M-V/def2-TZVPD" homo_energy_ev="-14.13 / -13.81" homo_lumo_gap_ev="4.827 / 4.245" total_charge=+1
C 0.42 0.86 1.55
C -0.39 1.77 0.84
C 0.04 -2.05 -1.95
O -0.27 0.45 0.33
H 1.43 0.61 1.37
H 0.07 0.28 2.37
H -1.37 2.09 1.11
H -0.01 2.43 0.12
H -0.89 -1.60 -1.54
H 0.85 -2.29 -1.23
H 0.13 -2.55 -2.99


Record 7
5
Properties=species:S:1:pos:R:3 method="wB97M-V/def2-TZVPD" smiles=FNS homo_energy_ev=-9.34 homo_lumo_gap_ev=9.659 total_charge=0
F -1.95 0.69 0.38
N -0.55 0.41 0.44
S -0.18 -0.87 -0.63
H -0.24 -0.17 1.49
H -0.74 -0.23 -1.73


Record 8
8
Properties=species:S:1:pos:R:3 method="wB97M-V/def2-TZVPD" spin_multiplicity=4 homo_energy_ev="-9.02 / -10.99" homo_lumo_gap_ev="8.809 / 7.827" s_squared=3.7535 total_charge=0
Ni 0.86 12.71 25.89
Cl 1.23 14.23 24.15
O 3.04 12.84 21.57
H 3.00 12.07 22.13
H 2.69 13.55 22.11
O 1.17 17.43 23.49
H 0.80 16.59 23.22
H 2.11 17.26 23.54